# 1
# C11H33F4HfN13O30S4

A structure of composition C11H33F4HfN13O30S4 at a distorted geometry (ωB97M-V/def2-TZVPD, the Open Molecules 2025 dataset).

Each line ends with the Mulliken charge.
Geometry (Å):
Hf1 -11.862 -37.545 9.959  2.414
N1 -12.989 -35.728 9.469  0.794
S1 -14.532 -35.545 8.999  0.573
O1 -14.796 -35.395 7.599  0.156
O2 -15.514 -35.168 9.960  -0.573
F1 -14.624 -37.184 9.124  -0.295
S2 -12.934 -33.961 9.330  0.245
O3 -13.532 -33.135 10.313  -0.424
O4 -12.718 -33.475 7.986  -0.320
F2 -11.436 -33.880 9.885  0.304
N2 -10.557 -35.168 13.909  -0.388
S3 -11.013 -33.679 13.855  1.059
O5 -11.962 -33.339 12.812  -0.377
O6 -10.104 -32.676 14.328  -0.618
F3 -12.009 -33.835 15.115  -0.314
S4 -9.866 -35.186 12.377  1.210
O7 -9.235 -34.040 11.795  -0.443
O8 -10.711 -35.945 11.385  -0.525
F4 -8.757 -36.270 12.672  -0.269
C1 -13.639 -37.366 5.287  -0.763
N3 -12.646 -36.915 6.301  0.931
O9 -11.975 -35.970 5.961  -0.491
O10 -12.547 -37.503 7.398  -0.563
H1 -14.588 -37.557 5.784  0.247
H2 -13.248 -38.205 4.713  0.346
H3 -13.776 -36.528 4.608  0.262
C2 -18.074 -37.000 6.110  -0.485
N4 -18.275 -35.931 7.111  0.991
O11 -17.649 -35.995 8.142  -0.542
O12 -19.040 -35.017 6.886  -0.532
H4 -17.153 -36.714 5.602  0.089
H5 -18.918 -37.148 5.441  0.363
H6 -17.851 -37.975 6.542  0.094
C3 -14.897 -35.413 12.899  -0.747
N5 -13.618 -36.209 13.008  0.499
O13 -13.095 -36.683 11.998  -0.118
O14 -13.098 -36.356 14.082  -0.399
H7 -15.612 -36.068 12.404  0.298
H8 -14.817 -34.520 12.282  0.179
H9 -15.223 -35.123 13.895  0.388
C4 -8.422 -31.719 9.045  -0.662
N6 -9.322 -30.915 9.903  0.747
O15 -8.845 -30.086 10.652  -0.545
O16 -10.518 -31.174 9.758  -0.219
H10 -7.939 -32.357 9.785  0.317
H11 -7.731 -31.028 8.565  0.387
H12 -8.974 -32.290 8.306  -0.080
C5 -14.868 -41.005 11.197  -0.896
N7 -14.631 -39.531 11.244  0.806
O17 -15.481 -38.798 11.663  -0.324
O18 -13.541 -39.118 10.768  -0.849
H13 -13.908 -41.512 11.150  0.338
H14 -15.498 -41.199 10.328  0.300
H15 -15.411 -41.352 12.075  0.356
C6 -19.232 -38.936 9.393  -0.781
N8 -17.916 -39.478 8.911  0.795
O19 -16.889 -38.848 9.102  -0.415
O20 -17.994 -40.536 8.292  -0.512
H16 -19.177 -37.849 9.392  0.260
H17 -19.294 -39.254 10.434  0.323
H18 -20.063 -39.368 8.843  0.333
C7 -17.651 -31.326 7.824  -0.924
N9 -16.186 -31.670 7.805  0.993
O21 -15.866 -32.718 8.351  -0.496
O22 -15.432 -30.873 7.297  -0.506
H19 -17.995 -30.935 6.869  0.306
H20 -17.775 -30.618 8.641  0.349
H21 -18.170 -32.264 8.012  0.281
C8 -14.489 -32.961 4.236  -0.729
N10 -15.701 -33.598 4.759  0.999
O23 -15.634 -34.823 4.822  -0.537
O24 -16.671 -32.958 5.034  -0.546
H22 -14.760 -32.105 3.622  0.374
H23 -13.931 -33.719 3.690  0.304
H24 -13.762 -32.671 4.996  0.119
C9 -12.240 -30.236 6.176  -0.842
N11 -11.023 -31.051 6.294  1.106
O25 -11.091 -32.231 5.898  -0.580
O26 -10.034 -30.513 6.718  -0.546
H25 -12.915 -30.556 6.967  0.334
H26 -12.687 -30.383 5.195  0.243
H27 -11.898 -29.204 6.213  0.325
C10 -13.576 -29.823 11.104  -0.430
N12 -12.709 -28.841 10.370  1.054
O27 -13.087 -28.439 9.268  -0.597
O28 -11.809 -28.334 10.984  -0.524
H28 -14.230 -30.245 10.343  0.101
H29 -14.052 -29.333 11.948  0.344
H30 -12.939 -30.675 11.340  0.097
C11 -9.116 -35.142 6.840  -0.771
N13 -9.503 -35.344 8.272  0.853
O29 -10.309 -36.266 8.552  -0.623
O30 -8.902 -34.788 9.147  -0.354
H31 -8.052 -35.376 6.797  0.358
H32 -9.185 -34.071 6.641  0.241
H33 -9.726 -35.746 6.178  0.290

- HOMO (eV) = -13.5
- net charge = +2
- calculated total energy (Ha) = -5446.30725
- max |F| (Eh/bohr) = 0.1942

# 2
# C11H33O6

A cluster of 5 separate species, C11H33O6 in total at a distorted geometry (ωB97M-V/def2-TZVPD, the Open Molecules 2025 dataset).

Each line ends with the Mulliken charge.
Geometry (Å):
O1 -0.059 -0.249 0.665  -0.087
H1 -0.064 0.686 0.304  0.253
H2 0.913 -0.699 0.631  0.568
H3 -0.570 -0.193 1.502  0.163
C1 -0.218 3.341 0.215  -0.362
C2 1.062 2.682 -0.344  -0.563
O2 1.663 1.806 0.588  -0.433
O3 -1.132 2.279 0.512  -0.526
H4 -0.691 3.875 -0.535  0.382
H5 0.039 3.761 1.183  0.416
H6 1.992 3.444 -0.572  0.324
H7 0.911 1.904 -1.139  0.179
H8 2.013 2.341 1.299  0.242
H9 -1.754 2.760 1.069  0.272
C3 -0.885 0.943 5.101  -1.418
C4 -0.709 -0.300 4.155  0.717
C5 -1.977 -0.546 3.243  -1.769
O4 0.421 -0.086 3.263  -0.566
H10 -1.136 1.914 4.661  0.315
H11 -0.103 0.831 5.668  0.463
H12 -1.841 0.841 5.809  0.332
H13 -0.502 -1.150 4.709  0.448
H14 -1.964 -1.531 2.789  0.416
H15 -2.210 0.417 2.452  0.239
H16 -2.690 -0.618 3.863  0.651
H17 1.241 -0.607 3.672  0.311
C6 1.474 -3.326 -1.381  -0.913
C7 2.580 -2.388 -0.917  0.423
C8 2.843 -1.132 -1.662  -0.794
O5 2.208 -1.906 0.421  -0.646
H18 0.555 -2.834 -1.341  0.117
H19 1.249 -4.280 -0.628  0.286
H20 1.560 -3.472 -2.518  0.320
H21 3.545 -2.980 -0.569  0.274
H22 3.098 -1.257 -2.711  0.424
H23 3.437 -0.563 -0.870  0.293
H24 1.986 -0.335 -1.713  -0.137
H25 2.428 -2.649 0.902  0.294
C9 -0.725 0.620 -4.281  -1.307
C10 -1.820 0.358 -3.341  0.603
C11 -2.088 -1.124 -3.243  -1.416
O6 -1.613 0.899 -2.079  -0.351
H26 -0.863 0.090 -5.357  0.329
H27 0.100 0.188 -3.881  0.278
H28 -0.533 1.616 -4.565  0.385
H29 -2.653 0.589 -3.846  0.226
H30 -2.807 -1.395 -2.613  0.537
H31 -1.295 -1.778 -2.737  0.051
H32 -1.967 -1.603 -4.163  0.453
H33 -2.448 0.817 -1.672  0.302

- HOMO (eV) = -12.8
- net charge = +1
- calculated total energy (Ha) = -889.86664
- max |F| (Eh/bohr) = 0.1497

# 3
# C11H34Cl3GeN5O2PPd

A structure of composition C11H34Cl3GeN5O2PPd at a distorted geometry (ωB97M-V/def2-TZVPD, the Open Molecules 2025 dataset).

Each line ends with the Mulliken spin population.
Geometry (Å):
Pd1 -1.113 -0.583 1.840  0.020
N1 -2.812 0.194 3.387  0.136
C1 -4.118 0.015 2.755  -0.003
C2 -4.061 0.289 1.248  -0.005
C3 -3.650 1.718 0.859  0.008
C4 -2.197 1.867 0.398  0.008
N2 -1.228 1.658 1.483  -0.007
H1 -2.760 -0.374 4.233  -0.010
H2 -2.672 1.166 3.651  -0.004
H3 -4.865 0.671 3.214  0.005
H4 -4.436 -1.018 2.911  0.001
H5 -5.057 0.086 0.851  -0.001
H6 -3.364 -0.438 0.786  0.000
H7 -3.840 2.406 1.683  0.000
H8 -4.279 2.042 0.029  0.000
H9 -2.071 2.868 -0.039  -0.004
H10 -1.982 1.125 -0.382  -0.012
H11 -1.355 2.356 2.216  -0.001
H12 -0.283 1.747 1.116  -0.001
C5 1.069 -3.040 0.685  0.002
O1 1.068 -2.097 1.753  -0.037
H13 0.988 -4.059 1.069  0.001
H14 1.972 -2.946 0.081  0.003
H15 0.198 -2.820 0.066  -0.001
H16 1.903 -2.182 2.228  0.002
C6 3.463 -0.274 0.338  0.001
N3 2.908 -0.352 -0.995  0.000
C7 3.886 -0.343 -2.060  0.000
P1 1.351 0.239 -1.241  -0.002
O2 0.512 0.114 -0.022  0.012
N4 1.432 1.851 -1.746  0.001
C8 1.620 2.889 -0.760  0.000
C9 1.949 2.200 -3.048  0.000
N5 0.800 -0.543 -2.611  0.000
C10 1.063 -1.948 -2.845  0.000
C11 -0.482 -0.098 -3.122  0.000
H17 4.140 0.581 0.448  0.000
H18 4.048 -1.173 0.544  0.000
H19 2.648 -0.192 1.055  0.001
H20 4.548 0.527 -1.993  0.000
H21 3.390 -0.347 -3.026  0.000
H22 4.515 -1.232 -1.982  0.000
H23 1.401 2.506 0.236  0.000
H24 0.954 3.728 -0.975  0.000
H25 2.645 3.269 -0.770  0.000
H26 1.798 1.385 -3.746  0.000
H27 3.012 2.454 -3.006  0.000
H28 1.422 3.083 -3.417  0.000
H29 1.955 -2.257 -2.309  0.000
H30 1.215 -2.111 -3.914  0.000
H31 0.221 -2.572 -2.531  0.000
H32 -0.622 0.959 -2.901  0.000
H33 -1.310 -0.668 -2.686  0.000
H34 -0.508 -0.241 -4.204  0.000
Cl1 -2.460 -2.471 5.279  0.144
Ge1 -0.757 -2.463 3.881  0.551
Cl2 0.166 -4.397 4.124  0.139
Cl3 -1.978 -2.753 1.889  0.052

- HOMO (spin up / spin down) (eV) = -13.8 / -13.8
- spin multiplicity = 2
- net charge = +2
- calculated total energy (Ha) = -4790.04619
- max |F| (Eh/bohr) = 0.0664

# 4
# C11H34N8O13Zn2

A structure of composition C11H34N8O13Zn2 at a distorted geometry (ωB97M-V/def2-TZVPD, the Open Molecules 2025 dataset).

Each line ends with the Mulliken charge.
Geometry (Å):
Zn1 -1.426 -2.763 11.161  0.767
Zn2 3.894 -2.698 9.681  0.153
C1 1.502 -2.696 9.920  1.028
O1 2.134 -2.773 8.796  -1.175
O2 0.247 -2.665 10.017  1.440
O3 2.301 -2.764 10.911  -1.109
C2 3.543 0.374 9.773  0.773
O4 4.163 -0.708 9.796  -0.487
N1 2.887 0.794 10.866  -0.299
N2 3.505 1.185 8.707  -0.383
H1 2.492 1.719 10.816  0.174
H2 2.872 0.332 11.757  0.160
H3 3.034 2.071 8.739  0.173
H4 3.939 0.844 7.866  0.215
C3 -0.203 -1.392 13.689  0.769
O5 -1.074 -1.696 12.851  -0.690
N3 -0.577 -1.099 14.946  -0.419
N4 1.108 -1.596 13.531  -0.146
H5 0.171 -0.885 15.581  0.161
H6 -1.552 -1.078 15.185  0.246
H7 1.850 -1.404 14.180  0.238
H8 1.437 -2.069 12.695  -0.074
C4 -0.016 -5.051 12.843  0.577
O6 -0.818 -4.391 12.189  -0.534
N5 1.344 -4.937 12.767  -0.165
N6 -0.339 -5.768 13.951  -0.415
H9 1.850 -5.722 13.131  0.262
H10 1.730 -4.276 12.101  -0.032
H11 -1.302 -5.870 14.226  0.239
H12 0.368 -6.318 14.396  0.153
C5 -2.100 -4.329 8.504  0.660
O7 -2.256 -3.952 9.682  -0.644
N7 -2.957 -5.179 7.905  -0.439
N8 -1.198 -3.786 7.678  -0.145
H13 -3.751 -5.445 8.464  0.264
H14 -2.935 -5.350 6.917  0.158
H15 -1.166 -4.172 6.752  0.227
H16 -0.561 -3.081 8.016  -0.111
C6 -0.681 0.962 9.814  0.138
C7 -1.559 -0.106 9.205  -0.226
O8 -2.156 -0.966 10.208  -0.578
O9 -1.407 1.926 10.562  -0.560
H17 -0.257 1.556 8.999  0.406
H18 0.148 0.527 10.373  -0.244
H19 -1.042 -0.740 8.489  0.065
H20 -2.379 0.373 8.665  0.280
H21 -2.677 -0.369 10.761  0.354
H22 -1.571 2.742 10.087  0.375
C8 5.823 -4.442 10.824  -0.658
C9 4.623 -5.305 10.706  -0.071
O10 3.946 -4.891 9.555  -0.507
O11 5.563 -2.998 10.777  -0.196
H23 6.570 -4.627 10.049  0.347
H24 6.334 -4.662 11.763  0.488
H25 4.034 -5.283 11.629  0.003
H26 4.907 -6.359 10.635  0.480
H27 3.197 -5.469 9.366  0.326
H28 6.278 -2.682 11.337  0.278
C10 1.935 -2.070 5.452  -0.542
C11 0.918 -0.940 5.716  -0.339
O12 0.884 -0.749 7.113  -0.265
O13 1.460 -3.325 5.938  -0.568
H29 2.877 -1.722 5.891  0.197
H30 2.108 -2.179 4.382  0.477
H31 -0.096 -1.177 5.398  0.291
H32 1.348 -0.102 5.158  0.281
H33 1.634 -1.165 7.549  0.051
H34 1.407 -3.241 6.902  0.351

- HOMO (eV) = -14.2
- net charge = +2
- calculated total energy (Ha) = -5414.17742
- max |F| (Eh/bohr) = 0.0506

# 5
# C11H34O6

A cluster of 6 separate species, C11H34O6 in total at a distorted geometry (ωB97M-V/def2-TZVPD, the Open Molecules 2025 dataset).

Each line ends with the Mulliken charge.
Geometry (Å):
C1 1.198 4.541 -2.394  -0.885
C2 -0.122 4.236 -3.161  -0.298
O1 0.290 4.185 -4.434  -0.471
H1 1.925 3.739 -2.267  0.253
H2 0.963 4.710 -1.343  0.327
H3 1.730 5.453 -2.665  0.283
H4 -0.953 4.909 -2.952  0.291
H5 -0.673 3.348 -2.851  0.194
H6 0.298 5.086 -4.765  0.309
C3 0.657 1.555 2.313  -1.128
C4 1.162 0.244 1.753  -0.063
O2 0.138 -0.271 0.884  -0.482
H7 1.270 2.201 2.940  0.360
H8 -0.306 1.465 2.815  0.288
H9 0.567 2.228 1.460  0.258
H10 1.437 -0.464 2.535  0.288
H11 1.966 0.428 1.040  0.226
H12 0.433 -1.169 0.720  0.246
C5 2.532 -1.351 -3.157  -1.017
C6 1.518 -0.432 -3.786  -0.047
O3 2.067 0.171 -4.926  -0.518
H13 3.440 -0.858 -2.810  0.303
H14 2.620 -2.313 -3.663  0.322
H15 2.027 -1.779 -2.291  0.250
H16 1.139 0.299 -3.071  0.159
H17 0.610 -0.974 -4.050  0.236
H18 1.569 0.988 -5.010  0.313
C7 -5.735 1.323 0.397  -1.116
C8 -4.366 0.944 0.145  -0.083
O4 -3.666 1.826 -0.636  -0.510
H19 -5.731 2.229 1.002  0.271
H20 -6.310 0.586 0.958  0.348
H21 -6.264 1.443 -0.548  0.289
H22 -4.266 -0.090 -0.186  0.284
H23 -3.858 0.907 1.108  0.224
H24 -2.741 1.582 -0.550  0.296
C9 -0.693 -6.282 0.191  -1.292
C10 -0.612 -4.786 0.586  -0.024
O5 0.731 -4.550 0.940  -0.525
H25 -1.679 -6.538 -0.195  0.351
H26 -0.481 -6.991 0.991  0.361
H27 -0.058 -6.608 -0.633  0.348
H28 -1.309 -4.755 1.423  0.215
H29 -0.891 -4.085 -0.201  0.287
H30 1.127 -5.270 1.436  0.282
C11 3.230 -0.208 6.180  -0.522
O6 1.900 0.206 6.460  -0.482
H31 3.506 0.101 5.172  0.226
H32 3.812 0.394 6.877  0.235
H33 3.507 -1.249 6.346  0.256
H34 1.342 -0.306 5.870  0.287

- HOMO (eV) = -9.9
- calculated total energy (Ha) = -890.78627
- SMILES = CCO.CCO.CCO.CCO.CCO.CO
- max |F| (Eh/bohr) = 0.0762

# 6
# C11H35ClO10

A cluster of 7 separate species, C11H35ClO10 in total at a distorted geometry (ωB97M-V/def2-TZVPD, the Open Molecules 2025 dataset).

Each line ends with the Mulliken spin population.
Geometry (Å):
O1 12.712 19.169 -11.394  -1.552
H1 12.026 19.698 -11.806  1.055
H2 12.633 19.224 -10.439  -0.013
H3 13.601 19.454 -11.619  0.510
Cl1 16.416 18.836 -11.284  0.295
O2 16.558 19.875 -10.323  -0.086
O3 17.684 18.142 -11.622  0.011
O4 15.542 17.847 -10.675  0.005
O5 15.680 19.195 -12.493  0.085
C1 10.798 15.608 -9.580  0.120
C2 12.224 15.242 -9.954  0.166
C3 12.286 14.419 -11.209  0.055
O6 12.891 16.418 -10.217  0.989
H4 10.235 14.726 -9.273  0.018
H5 10.351 16.055 -10.468  -0.034
H6 10.600 16.195 -8.683  -0.006
H7 12.792 14.747 -9.166  -0.005
H8 13.238 13.906 -11.343  0.004
H9 12.074 15.020 -12.093  -0.033
H10 11.613 13.563 -11.270  0.022
H11 13.648 16.127 -10.730  -0.076
C4 20.814 21.999 -12.344  0.000
C5 20.798 20.767 -13.294  0.005
C6 21.554 19.633 -12.776  0.000
O7 19.447 20.336 -13.580  0.000
H12 21.749 22.506 -12.582  0.000
H13 20.682 21.746 -11.292  0.001
H14 19.998 22.688 -12.561  -0.001
H15 21.323 21.120 -14.182  0.001
H16 22.576 19.620 -13.156  0.000
H17 21.123 18.694 -13.124  0.000
H18 21.404 19.563 -11.698  -0.001
H19 19.074 19.830 -12.855  0.002
C7 17.756 13.099 -10.843  -0.004
C8 17.776 14.673 -10.900  0.029
C9 19.169 15.236 -10.443  0.005
O8 17.468 15.172 -12.160  0.001
H20 16.725 12.753 -10.919  0.000
H21 18.136 12.854 -9.851  0.000
H22 18.563 12.768 -11.496  0.000
H23 16.993 15.143 -10.305  -0.003
H24 19.797 15.373 -11.323  0.000
H25 19.783 14.680 -9.734  0.000
H26 19.039 16.194 -9.939  -0.003
H27 17.771 16.080 -12.091  0.003
C10 13.584 19.598 -8.046  0.224
O9 12.663 18.805 -8.805  -0.556
H28 13.896 19.068 -7.146  -0.026
H29 14.419 19.934 -8.660  -0.019
H30 13.024 20.489 -7.757  0.000
H31 13.000 17.919 -8.961  0.051
C11 13.908 20.567 -15.756  0.052
O10 13.864 20.109 -14.395  -0.355
H32 13.313 19.937 -16.417  -0.018
H33 13.564 21.593 -15.886  -0.008
H34 14.918 20.539 -16.165  0.023
H35 14.773 19.889 -14.181  0.065

- HOMO (spin up / spin down) (eV) = -0.2 / -7.2
- spin multiplicity = 2
- net charge = -1
- calculated total energy (Ha) = -1652.30666
- max |F| (Eh/bohr) = 0.0779